No. 1
Computed, not measured: C52H45ClGe2IN6O6Ti as an isolated structure in a non-equilibrium geometry, with the ωB97M-V functional and the def2-TZVPD basis.

```
114
Properties=species:S:1:pos:R:3:forces:R:3
Ti -0.56280 0.05492 -0.50176 -0.8 0.7 -0.8
C -0.97279 -0.15971 3.92930 0.1 0.0 -0.1
C -2.29492 -0.27520 3.24544 -0.1 0.0 0.0
N -3.32454 -0.67067 3.99109 0.1 0.0 0.1
C -4.54261 -0.65165 3.48530 -0.3 0.1 -0.3
C -4.86192 -0.09112 2.25063 0.2 -0.2 0.1
C -6.31295 0.06136 1.87812 0.0 -0.3 -0.2
O -6.96280 1.08405 2.59695 -0.1 0.3 0.1
C -3.79819 0.35159 1.44809 -0.2 0.1 0.3
C -4.05768 1.40739 0.45059 0.2 -0.2 0.2
N -3.09336 2.07211 -0.03351 -0.1 -0.3 0.1
C -3.26491 3.30306 -0.66257 0.0 -0.1 -0.2
C -4.46998 3.80076 -1.15222 0.0 0.1 -0.1
C -4.51195 5.03703 -1.77354 0.0 -0.1 0.0
C -3.35212 5.78269 -1.91478 0.1 0.0 0.0
C -2.14234 5.29843 -1.43343 -0.1 0.0 0.0
C -2.10634 4.06009 -0.81346 0.0 0.3 -0.2
I -0.28373 3.30837 -0.12252 0.2 0.0 0.0
C -2.49311 0.09056 1.90828 0.1 0.1 -0.1
O -1.43609 0.23609 1.07896 -0.1 -0.1 -0.1
H -1.09494 -0.46522 4.96470 0.0 0.0 0.0
H -0.63005 0.87418 3.90345 0.0 0.1 0.0
H -0.20546 -0.77292 3.46280 -0.1 0.1 0.1
H -5.32976 -1.03919 4.11871 -0.1 0.0 0.0
H -6.84363 -0.85979 2.13358 0.1 0.1 0.0
H -6.43957 0.20041 0.79558 0.1 0.0 0.1
H -6.39295 1.86027 2.62431 -0.1 0.0 0.0
H -5.10167 1.71180 0.34517 0.0 0.0 0.0
H -5.37368 3.21111 -1.06550 0.0 0.0 0.0
H -5.44899 5.41793 -2.15152 -0.1 0.0 0.0
H -3.38398 6.74788 -2.39708 0.0 0.1 0.0
H -1.24175 5.88224 -1.54264 0.1 0.1 0.0
O 5.45838 -0.40434 -4.74236 0.1 0.0 0.1
C 4.22700 -0.04967 -4.33143 0.0 0.0 -0.1
O 3.27181 -0.20477 -5.03488 0.1 0.0 0.0
C 4.12265 0.55678 -2.98347 0.1 0.2 0.5
C 5.02836 1.31396 -2.25627 -0.1 -0.1 -0.4
Cl 6.61979 1.78400 -2.65418 0.0 0.0 0.0
N 4.41610 1.75132 -1.13491 -0.3 -0.3 -0.2
N 3.14909 1.31829 -1.08142 -0.2 0.0 0.0
C 2.96381 0.59404 -2.16855 0.5 0.0 -0.2
C 1.69660 -0.15444 -2.31586 -0.3 0.0 -0.4
O 1.59668 -1.25129 -2.80144 0.1 0.2 0.1
O 0.65707 0.52780 -1.83363 0.4 -0.3 0.6
C 4.91448 2.60280 -0.11091 0.0 0.2 0.0
C 6.10517 2.29428 0.52041 0.0 0.2 0.0
C 6.57517 3.14877 1.50464 0.1 0.0 -0.1
C 5.84887 4.27512 1.85647 0.0 0.0 0.0
C 4.64672 4.55801 1.22561 0.0 0.0 0.0
C 4.17207 3.72302 0.22880 0.2 -0.1 0.0
H 6.12014 -0.21801 -4.06108 0.0 0.0 -0.1
H 6.64873 1.39996 0.25630 0.0 -0.1 0.0
H 7.50790 2.92584 1.99935 0.1 0.0 0.1
H 6.22233 4.93532 2.62534 0.0 0.0 0.1
H 4.08407 5.43543 1.50051 -0.1 0.1 0.0
H 3.24521 3.92408 -0.28612 -0.1 0.0 0.0
C -2.71342 2.22501 -4.18937 0.0 -0.1 0.2
C -1.77426 1.87545 -3.20140 -0.1 0.1 -0.1
N -1.88362 0.78659 -2.47870 0.0 -0.2 0.4
C -2.88972 -0.06232 -2.74821 -0.1 0.0 0.0
C -3.90137 0.20634 -3.67443 0.1 0.0 0.0
C -3.79732 1.41251 -4.39541 0.1 0.0 0.1
C -4.92212 -0.77604 -3.90140 0.1 -0.1 0.1
C -4.84737 -1.99153 -3.31279 0.1 0.2 0.0
C -3.74320 -2.33255 -2.45771 0.0 0.1 -0.1
C -3.51994 -3.64168 -1.99409 0.2 0.1 0.1
C -2.36857 -3.91271 -1.30569 0.0 0.2 0.0
C -1.48747 -2.86107 -1.01483 0.0 -0.4 0.2
N -1.70149 -1.60657 -1.36861 0.1 -0.1 0.3
C -2.79804 -1.35353 -2.13704 -0.2 0.1 -0.1
H -2.57328 3.13002 -4.75669 0.0 0.1 -0.1
H -0.90659 2.49161 -3.01600 0.1 0.1 0.1
H -4.54665 1.66246 -5.13254 -0.1 0.0 -0.1
H -5.72699 -0.54295 -4.58394 0.0 0.0 0.0
H -5.58976 -2.75042 -3.51315 -0.1 0.0 0.0
H -4.23209 -4.42130 -2.22080 -0.1 -0.1 0.0
H -2.12167 -4.90650 -0.96799 0.0 -0.1 0.0
H -0.58161 -3.06656 -0.46153 -0.1 0.0 0.0
C 1.41319 -4.40152 -1.63047 0.0 0.0 0.1
Ge 2.45975 -3.29020 -0.40143 0.1 0.1 -0.1
C 3.10777 -4.50341 0.99940 -0.1 0.0 -0.1
C 4.02330 -2.59714 -1.36567 -0.1 -0.1 0.0
Ge 1.10769 -1.54862 0.70907 0.1 -0.5 0.0
C 0.24610 -2.57173 2.17355 0.2 0.0 -0.1
C 1.09855 -2.94671 3.21376 0.2 -0.1 0.0
C 0.64246 -3.67811 4.29662 0.0 0.0 0.0
C -0.68964 -4.05301 4.37029 0.0 0.0 0.0
C -1.55324 -3.68260 3.35489 0.0 0.0 0.0
C -1.08662 -2.95137 2.27197 -0.3 0.0 -0.3
C 2.31217 -0.27649 1.59296 -0.1 0.0 0.0
C 3.65684 -0.58627 1.77997 0.1 -0.1 0.0
C 4.50895 0.29181 2.43344 -0.1 -0.1 0.0
C 4.03479 1.50592 2.89976 -0.1 0.0 0.2
C 2.70094 1.83379 2.71708 0.1 0.0 0.0
C 1.85182 0.94663 2.07505 -0.3 0.1 0.0
H 2.10929 -5.05621 -2.15182 0.1 -0.1 0.0
H 0.88740 -3.81037 -2.37435 0.0 0.1 -0.1
H 0.71193 -5.03596 -1.09035 -0.1 0.0 0.1
H 3.57961 -5.34562 0.49929 0.1 -0.1 -0.1
H 2.29258 -4.87926 1.61031 -0.1 0.0 0.1
H 3.84251 -4.04673 1.65376 0.1 0.1 0.1
H 4.78443 -3.37330 -1.39972 0.1 -0.1 0.0
H 4.45363 -1.71825 -0.89437 0.0 0.1 0.1
H 3.73627 -2.34685 -2.38135 0.0 0.0 -0.1
H 2.14226 -2.65585 3.19694 0.0 0.0 0.0
H 1.32790 -3.94826 5.08607 0.1 0.0 0.1
H -1.05291 -4.61305 5.21803 0.0 -0.1 0.1
H -2.60058 -3.94028 3.41392 -0.1 0.0 0.0
H -1.82013 -2.63210 1.53317 0.2 -0.1 0.0
H 4.06381 -1.52523 1.42469 0.0 -0.1 0.0
H 5.54634 0.02482 2.57533 0.1 0.0 0.0
H 4.69876 2.19282 3.40478 0.0 0.0 0.0
H 2.32028 2.77894 3.07846 0.0 0.1 0.0
H 0.80171 1.22032 1.97187 0.1 -0.1 0.0
```
Forces are in eV/Å.

For the energy above the lowest of the compared OMol25 structures with the same formula, charge and spin, the calculation gives 0.0 kcal/mol. The total energy is -232647.8299 eV. The calculation puts the LUMO energy at -3.488 eV. Its largest force on an atom is 1.34 eV/A. The charge is +1.

Atomic partial charges in e from the Löwdin method, atoms 1 to 6:
1 Ti 0.90
2 C 0.01
3 C -0.25
4 N 0.14
5 C -0.08
6 C -0.14

---

No. 2
Computed, not measured: one molecule with the formula C3H2O2S in a non-equilibrium geometry, with the ωB97M-V functional and the def2-TZVPD basis.

```
8
Properties=species:S:1:pos:R:3:forces:R:3
S -1.96274 0.00013 0.03461 0.6 0.0 -0.1
C -0.33202 -0.00652 -0.03574 -1.1 0.3 -0.3
O 0.46546 -1.07635 -0.06723 -0.9 -1.2 0.2
C 1.74068 -0.65037 0.02592 1.6 -1.3 0.4
C 1.73305 0.64656 0.03975 2.0 1.9 0.0
O 0.46472 1.08100 -0.06464 -1.1 0.7 0.2
H 2.55917 -1.34407 0.18962 -0.5 0.0 -0.3
H 2.55288 1.36679 0.13201 -0.7 -0.3 -0.1
```
Forces are in eV/Å.

The SMILES is S=c1occo1. For the energy above the lowest of the compared OMol25 structures with the same formula, charge and spin, the calculation gives 15.3 kcal/mol. The total energy is -18072.2129 eV. The calculation puts the LUMO energy at 0.742 eV. Its largest force on an atom is 2.74 eV/A.

Atomic partial charges in e from the natural (NBO) method, atoms 1 to 6:
1 S -0.11
2 C 0.44
3 O -0.42
4 C 0.03
5 C 0.04
6 O -0.42

---

No. 3
Computed, not measured: a 7-piece molecular cluster, C25H36N8O overall in a non-equilibrium geometry, with the ωB97M-V functional and the def2-TZVPD basis.

```
70
Properties=species:S:1:pos:R:3:forces:R:3
C 33.38562 -10.43754 15.24437 2.9 -1.4 -2.1
O 34.29750 -10.63681 14.42416 -0.3 0.4 -0.2
N 32.37012 -11.26000 15.31653 -2.7 -2.7 -1.0
N 33.42049 -9.55626 16.17018 -0.4 3.7 3.8
H 32.41498 -11.97738 14.60698 -0.4 0.0 0.3
H 31.53635 -11.17575 15.88030 0.4 0.1 -0.1
H 34.14692 -8.87536 16.33983 0.1 -0.2 -0.6
H 32.63644 -9.48216 16.80254 0.2 0.0 -0.1
C 35.16746 -7.68265 6.82712 -0.3 0.8 1.1
C 34.53499 -6.31473 6.45486 -0.4 -0.6 -0.3
C 33.09574 -6.41903 5.82619 0.7 -0.3 0.2
C 32.03033 -6.80655 6.79357 -1.0 -0.2 1.3
N 31.19442 -7.10300 7.55919 1.8 0.5 -1.8
H 35.94145 -7.45331 7.55953 0.3 -0.2 -0.1
H 35.61290 -8.24358 6.00551 -0.2 0.3 -0.2
H 34.49077 -8.35562 7.35371 -0.2 0.0 -0.1
H 35.27627 -5.84786 5.80629 -0.6 0.1 -0.7
H 34.44543 -5.56327 7.23933 0.2 -0.5 0.6
H 33.10269 -7.20000 5.06584 -0.1 0.0 -0.2
H 32.83382 -5.47005 5.35828 -0.2 -0.1 0.0
N 33.18462 -10.64430 4.21433 0.7 -0.8 1.2
C 31.97932 -10.20170 4.67965 0.3 0.6 -1.2
C 32.00676 -10.27745 6.03634 -1.7 0.4 0.5
C 33.20202 -10.86299 6.46159 0.7 -0.4 -0.6
C 33.91552 -11.09323 5.30807 0.3 0.0 -0.3
H 33.50125 -10.72264 3.25845 -0.3 0.0 0.2
H 31.27004 -9.80384 3.96899 -0.1 0.0 0.3
H 31.17864 -9.93710 6.64032 0.1 0.0 0.1
H 33.49578 -11.13152 7.46558 0.0 0.1 -0.1
H 34.88292 -11.55846 5.18934 -0.1 0.1 -0.1
N 36.45892 -7.88307 15.04244 -1.5 2.2 2.0
C 35.17707 -7.34341 14.93603 -0.5 -0.6 -0.9
C 34.93216 -6.34750 15.87565 -0.2 -1.4 -1.6
C 36.10640 -6.22004 16.60536 1.1 -1.4 0.1
C 36.99421 -7.20529 16.12317 0.4 1.1 0.9
H 36.83544 -8.67031 14.53393 -0.1 0.1 0.2
H 34.48983 -7.78960 14.23246 0.1 0.2 -0.1
H 33.97733 -5.86250 16.01524 0.2 0.1 -0.1
H 36.17081 -5.57139 17.46647 0.6 -0.1 -0.1
H 37.95668 -7.41033 16.56815 0.1 -0.2 -0.4
N 36.17955 -11.80628 12.51840 0.1 1.1 -0.9
C 36.65953 -13.00493 12.93795 0.6 0.6 -0.2
C 38.03389 -12.93600 12.74387 0.2 -1.3 0.4
C 38.37849 -11.69296 12.22247 -0.9 1.3 -1.5
C 37.19080 -11.00562 12.00933 -0.6 -0.7 1.5
H 35.23184 -11.45840 12.54873 0.1 -0.4 0.4
H 35.97433 -13.76201 13.28969 0.3 0.0 0.1
H 38.78061 -13.70579 12.87131 -0.3 -0.2 0.3
H 39.29475 -11.36539 11.75389 0.3 -0.2 0.5
H 36.93398 -9.98816 11.75394 0.3 -0.1 -0.3
N 32.51741 -9.03465 9.60372 1.0 0.5 0.8
C 33.45161 -8.54472 10.47695 2.2 0.1 0.6
C 33.77027 -9.49381 11.45642 -1.7 0.6 -0.8
C 32.82453 -10.52883 11.25435 0.5 -0.3 -0.4
C 32.17744 -10.24159 10.07378 -1.5 -1.7 0.1
H 32.21731 -8.65202 8.71848 0.1 0.3 0.3
H 34.03696 -7.64548 10.35393 -0.5 0.2 -0.5
H 34.48317 -9.47436 12.26746 -0.1 0.5 -0.1
H 32.70070 -11.40193 11.87786 0.0 0.0 -0.2
H 31.45787 -10.82980 9.52367 -0.1 -0.1 0.1
N 26.21606 -9.94119 8.61919 2.6 0.5 -0.2
C 27.35931 -9.11179 8.54626 -1.8 -0.8 0.2
C 28.49799 -9.93368 8.31586 -0.5 -0.3 -0.1
C 28.03176 -11.23103 8.24549 1.0 -0.1 0.2
C 26.66101 -11.22792 8.51407 -2.0 1.0 0.2
H 25.26307 -9.61338 8.68588 0.1 -0.1 0.2
H 27.19933 -8.06195 8.74281 0.5 0.1 -0.2
H 29.52446 -9.61093 8.22318 -0.1 0.2 0.0
H 28.60984 -12.12894 8.08433 0.0 0.1 0.0
H 25.91500 -11.97869 8.72902 0.4 -0.5 -0.4
```
Forces are in eV/Å.

The multiplicity is 2. The total energy is -40467.6244 eV. The calculation puts the LUMO energy (spin up / spin down) at -3.427 / -7.451 eV. Its largest force on an atom is 5.27 eV/A. The expectation value of S² is 0.7629. The charge is +1.

Atomic partial charges in e from the natural (NBO) method, atoms 1 to 6:
1 C 0.76
2 O -0.74
3 N -0.83
4 N -0.80
5 H 0.40
6 H 0.39